1.
DFT (ωB97M-V/def2-TZVPD) results for one molecule with the formula C11H12N2OS2 at a distorted geometry.

XYZ file:
```
28
Properties=species:S:1:pos:R:3:forces:R:3
O 1.044516 0.492998 -1.981219 0.1 0.1 -0.1
C 0.141120 0.674841 -1.199558 -0.3 0.0 0.0
C 0.043422 1.876353 -0.291497 0.4 0.2 -0.1
C 1.432644 2.404048 0.072036 -0.1 0.0 0.1
C 2.039745 1.605733 1.236112 0.0 0.2 -0.2
C 2.107663 0.152903 0.913422 0.4 -0.2 0.0
C 1.194332 -0.815837 1.198116 0.2 0.2 0.1
C 1.533461 -2.076627 0.656947 0.1 -0.2 -0.1
C 2.700234 -2.045540 -0.032938 0.2 0.2 -0.1
S 3.409290 -0.481804 -0.033334 -0.4 -0.1 0.3
N -0.880907 -0.253078 -1.166167 0.3 -0.5 -0.6
C -2.053430 -0.369335 -0.479169 -0.5 0.8 0.7
N -2.746673 -1.455790 -0.537699 0.7 -0.5 -0.5
C -3.896486 -1.365551 0.170272 -0.4 0.5 0.4
C -4.112113 -0.181143 0.790005 0.1 0.0 -0.1
S -2.804916 0.903392 0.479764 0.0 -0.6 -0.3
H -0.502466 1.631813 0.618493 0.0 0.0 0.0
H -0.521970 2.640775 -0.831087 -0.1 0.0 0.0
H 1.366307 3.454196 0.358529 0.0 0.0 0.0
H 2.079680 2.320113 -0.802552 0.0 0.1 0.0
H 3.040884 1.988331 1.443046 0.0 0.0 0.1
H 1.426101 1.745433 2.130065 0.1 0.0 0.0
H 0.309009 -0.644019 1.786419 -0.2 0.1 0.1
H 0.930240 -2.958997 0.776946 -0.1 -0.2 0.0
H 3.194629 -2.846823 -0.544973 0.1 -0.2 -0.1
H -0.703862 -1.057738 -1.761870 0.0 0.2 0.1
H -4.551647 -2.216542 0.197997 -0.2 -0.1 0.1
H -4.932849 0.125624 1.404246 -0.2 0.0 0.1
```
Positions in Å, forces in eV/Å.

The SMILES is O=C(CCCc1cccs1)Nc1nccs1. The energy above the lowest of the compared OMol25 structures with the same formula, charge and spin comes out at 12.8 kcal per mole. Its molar mass is 252.364 g/mol. The largest force on an atom comes out at 1.16 eV Å⁻¹.

Here are the Löwdin charges for atoms 1 to 6, given in e: number 1, O, carries 0.073; number 2, C, carries -0.480; number 3, C, carries -0.141; number 4, C, carries -0.179; number 5, C, carries -0.201; number 6, C, carries -0.554

***

2.
DFT (ωB97M-V/def2-TZVPD) results for a 2-piece molecular cluster, C11H12NO2 overall at a distorted geometry.

XYZ file:
```
26
Properties=species:S:1:pos:R:3:forces:R:3
C -4.723853 -0.435744 0.946145 1.6 1.1 -0.5
C -3.433540 -0.702294 0.083305 0.0 -0.2 0.8
O -2.640580 -1.542841 0.604547 0.2 0.2 -0.3
O -3.251328 -0.065767 -0.969512 -0.4 0.0 0.2
H -4.481523 -0.585126 1.996053 -0.2 -0.8 0.0
H -5.506010 -1.058572 0.533833 -0.5 0.2 0.3
H -4.874601 0.651109 0.901250 -0.7 -0.3 -0.5
C 1.914021 2.595643 1.724129 1.4 -0.1 0.1
C -0.025169 1.096211 1.063278 -0.2 -1.4 0.3
C 1.303135 1.416816 1.021994 -0.4 1.5 0.0
C 0.845803 -0.232754 -0.470900 0.9 -0.6 0.7
C 1.886708 0.631677 -0.011611 -0.2 -0.4 0.2
C 1.154079 -1.347540 -1.266464 -0.4 -0.2 0.0
C 3.188561 0.502237 -0.535167 -0.6 0.0 -1.1
C 2.463176 -1.560778 -1.639975 -0.5 1.1 -0.1
C 3.396227 -0.506577 -1.454707 0.8 -1.3 0.7
N -0.278584 0.001242 0.267522 0.0 0.9 -0.8
H -0.807514 1.480850 1.695198 0.0 0.1 0.0
H -1.168447 -0.530355 0.177330 0.1 0.1 0.2
H 1.520047 3.568467 1.433297 -0.4 0.0 0.3
H 2.968451 2.675668 1.468260 0.3 -0.1 -0.7
H 0.354134 -2.010058 -1.581303 0.1 -0.2 0.4
H 3.985792 1.206056 -0.343684 0.0 0.1 0.2
H 2.764006 -2.520251 -2.033459 0.0 0.2 -0.6
H 4.366094 -0.659721 -1.921697 0.1 0.2 0.2
H 2.082145 2.513745 2.807956 -1.0 0.0 0.0
```
Positions in Å, forces in eV/Å.

The energy above the lowest of the compared OMol25 structures with the same formula, charge and spin comes out at 17.7 kcal per mole. Its molar mass is 190.222 g/mol. Its net charge is -1. The largest force on an atom comes out at 1.99 eV Å⁻¹.

Here are the Löwdin charges for atoms 1 to 6, given in e: number 1, C, carries -0.045; number 2, C, carries -0.771; number 3, O, carries -0.126; number 4, O, carries -0.076; number 5, H, carries 0.047; number 6, H, carries 0.052

***

3.
DFT (ωB97M-V/def2-TZVPD) results for a 2-piece molecular cluster, C11H12NO2 overall at a distorted geometry.

XYZ file:
```
26
Properties=species:S:1:pos:R:3:forces:R:3
C -3.727821 2.688269 -0.044402 -0.1 -0.7 -0.4
C -2.746612 1.708176 -0.738180 -0.5 0.1 -0.2
O -2.815226 0.503274 -0.370314 0.0 -0.1 0.3
O -1.989063 2.186586 -1.599490 0.1 0.1 -0.1
H -3.493247 3.691506 -0.373289 0.2 0.3 0.5
H -3.663809 2.472224 1.021004 0.0 0.5 0.1
H -4.773123 2.506716 -0.327468 0.2 -0.3 -0.1
C 1.962692 -2.513829 2.556668 0.1 1.2 0.3
C -0.095475 -1.189373 1.839669 0.0 0.6 0.2
C 1.183104 -1.624185 1.631563 -0.3 -0.5 0.4
C 0.527077 -0.239933 -0.066823 0.0 -0.9 -0.7
C 1.591006 -1.045460 0.396733 0.8 0.5 0.0
C 0.520120 0.276315 -1.377232 0.3 0.2 0.4
C 2.831994 -1.009655 -0.268629 -0.5 -0.2 -0.3
C 1.723057 0.207504 -2.045298 0.2 0.1 -0.1
C 2.905536 -0.307598 -1.456155 -0.3 -0.1 0.2
N -0.484177 -0.347162 0.834108 -0.2 0.0 0.0
H -0.704635 -1.232036 2.731848 -0.1 -0.4 -0.1
H -1.444116 -0.099619 0.583474 -0.3 0.3 -0.1
H 3.020781 -2.271516 2.490977 0.3 -0.4 -0.4
H 1.759782 -3.568282 2.428552 0.2 -0.3 -0.1
H -0.365005 0.768932 -1.775915 0.1 -0.2 0.0
H 3.625517 -1.659540 0.074997 0.4 0.4 0.2
H 1.770162 0.477327 -3.095279 0.0 0.5 0.1
H 3.855197 -0.100165 -1.933585 0.0 -0.5 -0.2
H 1.761358 -2.226689 3.587446 -0.4 -0.2 0.2
```
Positions in Å, forces in eV/Å.

The energy above the lowest of the compared OMol25 structures with the same formula, charge and spin comes out at 8.8 kcal per mole. Its molar mass is 190.222 g/mol. Its net charge is -1. The largest force on an atom comes out at 1.20 eV Å⁻¹.

Here are the Löwdin charges for atoms 1 to 6, given in e: number 1, C, carries -0.047; number 2, C, carries -0.754; number 3, O, carries -0.112; number 4, O, carries -0.069; number 5, H, carries 0.049; number 6, H, carries 0.057

***

4.
DFT (ωB97M-V/def2-TZVPD) results for a 2-piece molecular cluster, C11H12NO2 overall at a distorted geometry.

XYZ file:
```
26
Properties=species:S:1:pos:R:3:forces:R:3
C 0.705867 1.121546 3.616697 -0.1 0.9 -0.2
C -0.246225 0.447802 0.080833 -0.5 0.8 -0.8
C 0.233934 1.364231 1.028367 0.0 -0.6 1.4
C 0.130486 0.693139 2.312638 0.5 -1.2 -0.8
C -0.358804 -0.559768 2.023749 -0.1 0.4 0.6
C -0.318615 0.835445 -1.269623 -0.3 -0.7 0.2
C 0.074645 2.103079 -1.613872 0.4 0.9 0.3
C 0.552785 3.047748 -0.654572 -0.4 -1.4 0.0
C 0.658319 2.639130 0.670750 0.2 1.0 -0.9
N -0.665761 -0.702099 0.698223 0.2 0.6 -0.3
H -0.703955 0.121244 -1.989724 0.0 0.1 -0.2
H 0.041185 2.420161 -2.648645 -0.1 -0.1 -0.1
H -1.270403 -1.395040 0.214736 0.9 -0.3 0.2
H 0.807524 4.043370 -0.982393 0.2 0.1 0.1
H -0.412654 -1.365088 2.741033 -0.4 -0.2 -0.2
H 1.090401 3.334508 1.381226 -0.2 -0.1 0.3
H 1.795643 1.036791 3.660555 0.0 0.1 -0.1
H 0.307771 0.592462 4.475295 -0.2 -0.2 0.0
H 0.436709 2.181576 3.725355 0.3 -0.1 0.4
C 0.058725 -3.478774 -2.799449 0.0 0.5 -0.2
C -1.077820 -2.708660 -2.035911 0.8 -0.6 -1.4
O -1.167564 -2.942387 -0.813159 -0.4 0.3 0.5
O -1.739637 -1.944089 -2.768650 -0.1 0.2 0.6
H 0.920415 -2.811435 -2.934415 -0.1 0.0 0.2
H -0.263058 -3.699636 -3.819584 -0.1 -0.1 0.1
H 0.410088 -4.375253 -2.299460 -0.1 -0.1 0.2
```
Positions in Å, forces in eV/Å.

The energy above the lowest of the compared OMol25 structures with the same formula, charge and spin comes out at 5.6 kcal per mole. Its molar mass is 190.222 g/mol. Its net charge is -1. The largest force on an atom comes out at 1.67 eV Å⁻¹.

Here are the Löwdin charges for atoms 1 to 6, given in e: number 1, C, carries -0.077; number 2, C, carries -0.203; number 3, C, carries -0.156; number 4, C, carries -0.242; number 5, C, carries -0.070; number 6, C, carries -0.005

***

Please write out number 1 again, unchanged.
DFT (ωB97M-V/def2-TZVPD) results for one molecule with the formula C11H12N2OS2 at a distorted geometry.

XYZ file:
```
28
Properties=species:S:1:pos:R:3:forces:R:3
O 1.044516 0.492998 -1.981219 0.1 0.1 -0.1
C 0.141120 0.674841 -1.199558 -0.3 0.0 0.0
C 0.043422 1.876353 -0.291497 0.4 0.2 -0.1
C 1.432644 2.404048 0.072036 -0.1 0.0 0.1
C 2.039745 1.605733 1.236112 0.0 0.2 -0.2
C 2.107663 0.152903 0.913422 0.4 -0.2 0.0
C 1.194332 -0.815837 1.198116 0.2 0.2 0.1
C 1.533461 -2.076627 0.656947 0.1 -0.2 -0.1
C 2.700234 -2.045540 -0.032938 0.2 0.2 -0.1
S 3.409290 -0.481804 -0.033334 -0.4 -0.1 0.3
N -0.880907 -0.253078 -1.166167 0.3 -0.5 -0.6
C -2.053430 -0.369335 -0.479169 -0.5 0.8 0.7
N -2.746673 -1.455790 -0.537699 0.7 -0.5 -0.5
C -3.896486 -1.365551 0.170272 -0.4 0.5 0.4
C -4.112113 -0.181143 0.790005 0.1 0.0 -0.1
S -2.804916 0.903392 0.479764 0.0 -0.6 -0.3
H -0.502466 1.631813 0.618493 0.0 0.0 0.0
H -0.521970 2.640775 -0.831087 -0.1 0.0 0.0
H 1.366307 3.454196 0.358529 0.0 0.0 0.0
H 2.079680 2.320113 -0.802552 0.0 0.1 0.0
H 3.040884 1.988331 1.443046 0.0 0.0 0.1
H 1.426101 1.745433 2.130065 0.1 0.0 0.0
H 0.309009 -0.644019 1.786419 -0.2 0.1 0.1
H 0.930240 -2.958997 0.776946 -0.1 -0.2 0.0
H 3.194629 -2.846823 -0.544973 0.1 -0.2 -0.1
H -0.703862 -1.057738 -1.761870 0.0 0.2 0.1
H -4.551647 -2.216542 0.197997 -0.2 -0.1 0.1
H -4.932849 0.125624 1.404246 -0.2 0.0 0.1
```
Positions in Å, forces in eV/Å.

The SMILES is O=C(CCCc1cccs1)Nc1nccs1. The energy above the lowest of the compared OMol25 structures with the same formula, charge and spin comes out at 12.8 kcal per mole. Its molar mass is 252.364 g/mol. The largest force on an atom comes out at 1.16 eV Å⁻¹.

Here are the Löwdin charges for atoms 1 to 6, given in e: number 1, O, carries 0.073; number 2, C, carries -0.480; number 3, C, carries -0.141; number 4, C, carries -0.179; number 5, C, carries -0.201; number 6, C, carries -0.554

***

Look up the largest force on an atom of the first one.
1.16 eV Å⁻¹

***

What is the molar mass in the third record?
190.222 g/mol

***

Which formula does entry 4 have?
C11H12NO2